(1)
C35H38BiBrN7O4 | ωB97M-V/def2-TZVPD

Total charge = +1
E_LUMO = -3.1 eV
Multiplicity = 1
Maximum force = 1.03 eV Å⁻¹
E_tot = -4829.238196 a.u.
HOMO-LUMO gap = 7.1 eV

Element x y z (Å)
Bi: 0.50 -0.31 -0.23
N: 0.50 -1.35 2.08
C: 1.73 -1.04 2.83
C: 2.94 -1.06 1.91
N: 2.90 -0.02 0.86
C: 3.83 -0.36 -0.24
C: 3.53 0.35 -1.56
N: 2.29 -0.19 -2.14
C: 3.13 1.33 1.40
C: 2.03 2.33 1.06
N: 0.72 1.74 1.38
H: 0.49 -2.35 1.88
H: -0.34 -1.14 2.60
H: 1.62 -0.06 3.31
H: 1.90 -1.77 3.62
H: 3.85 -0.97 2.50
H: 2.95 -2.04 1.41
H: 4.86 -0.16 0.06
H: 3.73 -1.43 -0.42
H: 3.41 1.42 -1.40
H: 4.39 0.21 -2.21
H: 2.10 0.18 -3.06
H: 2.34 -1.21 -2.21
H: 3.22 1.27 2.49
H: 4.09 1.72 1.04
H: 2.22 3.26 1.61
H: 2.03 2.57 0.00
H: 0.65 1.51 2.36
H: -0.05 2.35 1.14
Br: 2.32 6.11 2.60
C: 0.68 6.16 1.65
C: -0.33 5.27 1.99
C: -1.51 5.26 1.27
C: -1.70 6.16 0.21
C: -0.70 7.09 -0.07
C: 0.49 7.08 0.63
N: -2.93 6.28 -0.48
N: -3.61 5.30 -0.80
C: -3.12 3.98 -0.69
C: -3.94 3.03 -0.11
C: -3.47 1.75 0.17
C: -2.18 1.34 -0.15
O: -1.71 0.19 0.25
C: -1.40 2.25 -0.95
N: -0.22 1.81 -1.46
C: 0.48 2.59 -2.25
C: 0.09 3.90 -2.57
C: -1.07 4.39 -2.04
C: -1.86 3.57 -1.20
H: -0.19 4.59 2.82
H: -2.30 4.58 1.54
H: -0.87 7.81 -0.86
H: 1.27 7.79 0.39
H: -4.94 3.32 0.18
H: -4.11 1.04 0.69
H: 1.39 2.18 -2.67
H: 0.69 4.49 -3.25
H: -1.40 5.39 -2.28
O: -0.95 -2.29 -1.08
C: -0.53 -3.59 -0.59
C: 0.95 -3.40 -0.10
O: 1.39 -4.10 0.80
O: 1.58 -2.43 -0.66
C: -0.57 -4.59 -1.74
C: 0.59 -5.08 -2.33
C: 0.51 -5.97 -3.39
C: -0.72 -6.38 -3.87
C: -1.88 -5.89 -3.29
C: -1.81 -5.00 -2.23
C: -1.39 -4.02 0.58
C: -1.33 -5.35 1.01
C: -2.05 -5.76 2.12
C: -2.85 -4.85 2.81
C: -2.92 -3.54 2.38
C: -2.19 -3.12 1.27
H: -1.87 -2.15 -0.84
H: 1.56 -4.77 -1.97
H: 1.42 -6.35 -3.84
H: -0.78 -7.08 -4.70
H: -2.85 -6.20 -3.66
H: -2.72 -4.64 -1.77
H: -0.71 -6.05 0.48
H: -2.00 -6.79 2.44
H: -3.42 -5.18 3.67
H: -3.56 -2.83 2.90
H: -2.27 -2.08 0.97

(2)
C35H38N2O4 | ωB97M-V/def2-TZVPD

E_LUMO = -0.5 eV
Multiplicity = 1
Maximum force = 2.48 eV Å⁻¹
E_tot = -1766.888690 a.u.
Relative energy (zero: lowest compared OMol25 entry of this formula, charge and spin) = 0.0 kJ/mol
HOMO-LUMO gap = 6.8 eV

Element x y z (Å)
C: -1.98 1.81 -4.42
C: -0.84 2.62 -3.87
O: 0.24 1.72 -3.56
C: 1.28 2.39 -3.02
C: 2.40 1.46 -2.61
C: 2.26 0.15 -3.27
C: 3.68 2.18 -2.83
C: 4.73 1.59 -3.77
O: 3.95 3.27 -2.31
O: 1.28 3.61 -2.88
H: -2.78 2.50 -4.72
H: -1.69 1.22 -5.30
H: -2.39 1.13 -3.66
H: -0.49 3.36 -4.60
H: -1.14 3.14 -2.94
H: 1.31 -0.31 -2.97
H: 2.27 0.30 -4.37
H: 3.08 -0.54 -2.99
H: 4.80 0.50 -3.77
H: 4.49 1.91 -4.79
H: 5.71 1.99 -3.47
C: -3.47 -2.77 1.80
N: -2.06 -2.71 1.49
C: -1.34 -3.83 1.15
O: -1.79 -4.98 1.13
C: 0.05 -3.37 0.75
C: 0.45 -3.99 -0.58
C: -0.46 -3.47 -1.67
C: -1.73 -4.02 -1.90
C: -2.60 -3.41 -2.81
C: -2.22 -2.23 -3.46
C: -0.94 -1.71 -3.27
C: -0.05 -2.38 -2.44
N: -0.10 -1.92 0.71
C: 0.84 -1.10 0.21
C: 0.64 0.25 -0.04
C: 1.72 1.11 -0.41
C: 1.71 2.48 0.08
C: 2.94 3.16 0.18
C: 3.02 4.44 0.67
C: 1.88 5.04 1.23
C: 0.65 4.36 1.21
C: 0.55 3.10 0.61
C: -1.37 -1.45 1.28
C: -1.26 -0.65 2.55
C: -1.26 -1.25 3.75
C: -1.33 -0.59 5.04
C: -1.11 -1.32 6.23
C: -1.20 -0.71 7.48
C: -1.52 0.65 7.58
C: -1.77 1.39 6.41
C: -1.67 0.78 5.15
H: -3.76 -3.81 1.91
H: -3.67 -2.23 2.73
H: -4.05 -2.31 0.99
H: 0.74 -3.66 1.56
H: 1.49 -3.73 -0.79
H: 0.33 -5.08 -0.49
H: -2.03 -4.92 -1.35
H: -3.59 -3.85 -2.98
H: -2.92 -1.72 -4.13
H: -0.63 -0.77 -3.76
H: 0.99 -2.06 -2.33
H: 1.82 -1.56 0.04
H: -0.38 0.64 0.10
H: 2.71 0.62 -0.53
H: 3.84 2.63 -0.14
H: 3.98 4.97 0.65
H: 1.97 5.99 1.74
H: -0.23 4.82 1.66
H: -0.41 2.59 0.59
H: -1.92 -0.85 0.52
H: -1.12 0.43 2.44
H: -1.18 -2.34 3.79
H: -0.86 -2.38 6.14
H: -1.01 -1.29 8.38
H: -1.60 1.13 8.55
H: -2.03 2.44 6.47
H: -1.87 1.36 4.24

(3)
C35H39AsNP2ReS4Si2 | ωB97M-V/def2-TZVPD

Total charge = +2
E_LUMO = -6.5 eV
Multiplicity = 1
Maximum force = 1.32 eV Å⁻¹
E_tot = -6579.985835 a.u.
HOMO-LUMO gap = 6.8 eV

Element x y z (Å)
Re: -1.18 0.24 0.44
C: 1.99 -1.69 3.61
N: 1.36 -0.81 2.59
P: -0.36 -0.82 2.44
C: -1.01 -0.18 3.99
C: -1.63 1.08 3.97
C: -2.09 1.63 5.15
C: -1.94 0.95 6.35
C: -1.32 -0.30 6.37
C: -0.85 -0.86 5.19
C: -0.77 -2.56 2.29
C: -0.06 -3.34 1.37
C: -0.42 -4.66 1.15
C: -1.50 -5.20 1.84
C: -2.23 -4.42 2.72
C: -1.88 -3.10 2.95
P: 2.29 0.44 2.00
C: 3.37 0.96 3.31
C: 4.75 0.93 3.16
C: 5.55 1.36 4.20
C: 4.97 1.82 5.38
C: 3.59 1.85 5.53
C: 2.78 1.42 4.50
C: 3.20 -0.07 0.56
C: 3.76 0.91 -0.25
C: 4.48 0.53 -1.38
C: 4.63 -0.82 -1.67
C: 4.08 -1.79 -0.85
C: 3.36 -1.42 0.28
H: 1.50 -2.66 3.60
H: 1.93 -1.26 4.61
H: 3.04 -1.84 3.37
H: -1.73 1.61 3.03
H: -2.58 2.60 5.14
H: -2.30 1.38 7.27
H: -1.21 -0.83 7.31
H: -0.39 -1.84 5.21
H: 0.78 -2.90 0.84
H: 0.14 -5.27 0.45
H: -1.78 -6.23 1.67
H: -3.08 -4.85 3.25
H: -2.45 -2.49 3.64
H: 5.20 0.57 2.24
H: 6.63 1.34 4.10
H: 5.61 2.16 6.19
H: 3.15 2.21 6.45
H: 1.69 1.44 4.60
H: 3.64 1.97 -0.03
H: 4.91 1.28 -2.02
H: 5.19 -1.12 -2.55
H: 4.21 -2.84 -1.07
H: 2.93 -2.17 0.93
C: -4.40 -0.42 0.78
Si: -3.08 -0.88 -0.48
C: -2.96 -2.74 -0.63
C: -3.45 -0.06 -2.13
C: -4.80 0.24 -2.35
C: -5.23 0.87 -3.51
C: -4.32 1.22 -4.48
C: -2.97 0.95 -4.28
C: -2.51 0.30 -3.13
Si: -0.70 -0.11 -3.23
C: 0.24 1.03 -4.33
C: -0.36 -1.90 -3.55
H: -5.30 -1.02 0.62
H: -4.68 0.63 0.72
H: -4.05 -0.63 1.80
H: -3.78 -3.13 -1.24
H: -3.02 -3.19 0.36
H: -2.02 -3.06 -1.09
H: -5.53 -0.01 -1.59
H: -6.28 1.08 -3.65
H: -4.64 1.72 -5.39
H: -2.26 1.24 -5.05
H: 0.03 0.80 -5.38
H: 1.31 0.89 -4.17
H: 0.01 2.08 -4.15
H: -0.80 -2.14 -4.53
H: -0.82 -2.55 -2.81
H: 0.71 -2.11 -3.60
S: 1.13 2.09 1.61
As: 0.41 2.23 -0.68
S: -1.69 2.43 -0.15
S: 0.46 0.05 -1.27
S: 1.56 3.53 -1.73

(4)
C35H39InN4OSi | ωB97M-V/def2-TZVPD

Total charge = +2
E_LUMO = -6.2 eV
Multiplicity = 1
Maximum force = 1.54 eV Å⁻¹
E_tot = -2130.563112 a.u.
Relative energy (zero: lowest compared OMol25 entry of this formula, charge and spin) = 270.1 kJ/mol
HOMO-LUMO gap = 6.5 eV

Element x y z (Å)
In: -0.02 -0.29 -1.03
C: 1.40 -0.11 2.23
C: 2.46 0.88 1.75
C: 3.24 0.43 0.55
C: 4.56 0.01 0.68
C: 5.29 -0.34 -0.45
C: 4.67 -0.25 -1.69
C: 3.35 0.15 -1.73
N: 2.64 0.48 -0.65
N: 0.07 -0.02 1.59
C: -0.74 -1.10 2.17
C: -2.01 -1.42 1.42
C: -2.87 -2.39 1.93
C: -4.05 -2.67 1.26
C: -4.34 -1.96 0.10
C: -3.43 -1.01 -0.34
N: -2.29 -0.75 0.30
C: -0.59 1.27 1.90
C: -0.27 2.38 0.93
C: -0.13 3.69 1.35
C: 0.13 4.68 0.41
C: 0.25 4.33 -0.92
C: 0.10 3.00 -1.26
N: -0.16 2.05 -0.36
H: 1.27 0.02 3.31
H: 1.76 -1.14 2.07
H: 3.15 1.05 2.57
H: 2.01 1.85 1.53
H: 5.02 -0.02 1.66
H: 6.32 -0.64 -0.37
H: 5.21 -0.47 -2.60
H: 2.82 0.22 -2.68
H: -0.98 -0.88 3.21
H: -0.12 -2.00 2.18
H: -2.62 -2.90 2.85
H: -4.74 -3.41 1.64
H: -5.26 -2.12 -0.45
H: -3.61 -0.44 -1.24
H: -0.35 1.58 2.92
H: -1.67 1.12 1.85
H: -0.22 3.94 2.40
H: 0.24 5.72 0.73
H: 0.46 5.07 -1.69
H: 0.19 2.67 -2.29
C: 3.06 -4.13 0.06
C: 2.15 -4.29 -1.09
C: 2.19 -3.28 -2.15
C: 1.48 -5.57 -1.33
Si: -0.61 -4.21 0.44
O: 0.53 -3.27 0.01
C: -2.03 -4.51 -0.70
C: -3.04 -5.45 -0.51
C: -4.05 -5.60 -1.45
C: -4.06 -4.80 -2.59
C: -3.06 -3.85 -2.79
C: -2.06 -3.71 -1.85
C: -0.43 -5.18 1.99
C: -0.95 -6.47 2.12
C: -0.76 -7.19 3.29
C: -0.07 -6.62 4.35
C: 0.47 -5.34 4.23
C: 0.30 -4.63 3.05
H: 4.09 -4.22 -0.33
H: 2.92 -4.88 0.83
H: 2.99 -3.12 0.46
H: 3.12 -3.46 -2.71
H: 2.27 -2.28 -1.73
H: 1.36 -3.36 -2.84
H: 2.22 -6.17 -1.88
H: 0.61 -5.48 -1.98
H: 1.27 -6.13 -0.41
H: -3.07 -6.06 0.39
H: -4.83 -6.33 -1.29
H: -4.85 -4.92 -3.32
H: -3.08 -3.22 -3.67
H: -1.28 -2.96 -2.00
H: -1.49 -6.94 1.30
H: -1.16 -8.19 3.38
H: 0.07 -7.18 5.27
H: 1.02 -4.90 5.05
H: 0.75 -3.65 2.96